Entry P
Entry from the Open Molecules 2025 dataset: a gas-phase ion, C7H14NO (charge +1) (ωB97M-V/def2-TZVPD).

Properties
Orbital gap ... 0.3160 Ha
E_LUMO ... -3.560 eV
E_HOMO ... -12.2 eV
Total charge ... +1

Positions of all 23 atoms, in Å:
C: 1.631 0.504 1.069
C: 0.243 1.537 -1.052
C: 1.395 0.650 -0.456
C: 1.173 -0.658 0.242
C: -1.248 -0.265 0.116
C: 1.393 -2.036 -0.261
C: -1.814 0.098 1.461
N: -1.094 0.996 -0.700
O: -1.807 -1.144 -0.730
H: 2.549 0.545 1.528
H: 0.815 0.855 1.626
H: 0.408 2.595 -0.818
H: 0.392 1.681 -2.184
H: 2.241 0.698 -1.123
H: 1.134 -2.737 0.507
H: 2.367 -2.035 -0.667
H: 0.731 -2.104 -1.204
H: -1.307 0.883 1.931
H: -1.775 -0.785 2.143
H: -2.946 0.205 1.439
H: -1.646 1.812 -0.515
H: -1.324 0.747 -1.711
H: -1.511 -2.040 -0.642

Atomic partial charges in e from the Mulliken method, atoms 1 to 5:
1. C -0.74
2. C -0.80
3. C -0.16
4. C 0.78
5. C 0.29

Entry Q
Entry from the Open Molecules 2025 dataset: a molecular structure, C7H14NO (ωB97M-V/def2-TZVPD).

Properties
Orbital gap ... 0.3607 Ha
E_LUMO ... -4.566 eV
E_HOMO ... -14.4 eV
Total charge ... +1

Positions of all 23 atoms, in Å:
C: 1.854 -0.457 0.282
C: 0.446 0.353 0.390
C: -0.811 -0.431 -0.083
C: 2.616 0.092 -0.831
C: 0.420 1.556 1.178
C: -2.269 0.138 -0.105
C: -0.534 -1.460 -1.171
N: -0.505 -1.185 1.171
O: 2.116 -1.274 1.059
H: 2.667 -0.628 -1.663
H: 3.700 0.140 -0.442
H: 2.200 1.105 -0.961
H: 1.290 2.228 0.800
H: 0.629 1.445 2.273
H: -0.487 2.118 0.894
H: -2.318 0.743 0.752
H: -2.936 -0.651 -0.033
H: -2.529 0.781 -0.903
H: -1.229 -1.371 -2.025
H: -0.661 -2.379 -0.748
H: 0.416 -1.400 -1.648
H: 0.236 -1.886 1.110
H: -0.889 -0.875 2.050

Atomic partial charges in e from the Mulliken method, atoms 1 to 5:
1. C 0.58
2. C 0.39
3. C 1.70
4. C -1.08
5. C -1.37

Least stable of them? entry P.

Entry P
Entry from the Open Molecules 2025 dataset: 7 unconnected molecules or ions with the total composition C6H25NO7 (ωB97M-V/def2-TZVPD).

Properties
Orbital gap ... 0.3452 Ha
E_LUMO ... 0.191 eV
E_HOMO ... -9.2 eV

Positions of all 39 atoms, in Å:
C: 1.572 2.425 -0.175
C: 1.304 1.677 0.891
C: 2.242 0.520 1.189
C: 1.709 -0.905 0.908
C: 0.572 -0.951 -0.096
O: -0.705 -0.927 0.600
N: 0.260 1.965 1.773
C: 0.325 1.586 3.202
H: 1.183 3.380 -0.527
H: 2.262 2.219 -0.978
H: 3.140 0.644 0.582
H: 2.435 0.637 2.258
H: 1.248 -1.230 1.850
H: 2.542 -1.616 0.881
H: 0.491 -1.887 -0.619
H: 0.724 -0.080 -0.742
H: -0.689 -0.084 1.106
H: 0.035 2.950 1.755
H: -0.649 1.690 3.670
H: 0.887 0.670 3.413
H: 0.988 2.342 3.679
O: 0.113 -3.599 -2.314
H: -0.279 -2.757 -2.181
H: 1.056 -3.558 -2.394
O: -1.757 -1.397 -3.578
H: -2.268 -2.122 -3.233
H: -2.168 -0.555 -3.317
O: -2.572 -3.207 1.331
H: -2.011 -2.896 0.637
H: -2.682 -2.507 1.962
O: -1.272 1.151 -1.988
H: -1.332 0.489 -1.263
H: -0.601 1.701 -1.568
O: -3.197 2.162 1.385
H: -2.324 1.746 1.538
H: -3.020 3.090 1.191
O: 0.894 -1.260 -3.470
H: 1.049 -0.981 -4.374
H: 0.494 -0.526 -2.983

Atomic partial charges in e from the Mulliken method, atoms 1 to 5:
1. C -1.48
2. C 1.09
3. C -1.33
4. C -0.77
5. C 0.45

Entry Q
Entry from the Open Molecules 2025 dataset: 8 unconnected molecules or ions with the total composition C6H25NO7 (ωB97M-V/def2-TZVPD).

Properties
Orbital gap ... 0.2999 Ha
E_LUMO ... 0.332 eV
E_HOMO ... -7.8 eV

Positions of all 39 atoms, in Å:
C: -3.128 0.042 2.364
C: -1.881 -0.080 2.848
C: -0.879 0.971 3.256
C: 0.144 1.479 2.230
C: 1.163 2.450 2.681
C: 0.181 0.916 1.010
N: 0.974 1.213 -0.088
H: -3.627 -0.906 2.118
H: -3.764 0.896 2.205
H: -1.591 -1.145 2.855
H: -1.386 1.764 3.767
H: -0.221 0.598 4.069
H: 2.076 2.422 2.005
H: 0.894 3.495 2.629
H: 1.595 2.034 3.588
H: -0.695 0.332 0.693
H: 1.253 0.466 -0.759
H: 1.833 1.670 0.181
O: -3.133 -1.163 -1.863
H: -2.668 -0.988 -2.711
H: -3.885 -0.717 -1.488
O: 0.761 -1.672 1.225
H: 0.076 -2.175 1.714
H: 1.090 -1.251 2.045
O: -1.503 -0.834 -4.106
H: -1.632 0.122 -4.250
H: -0.731 -0.826 -3.467
O: 1.664 0.444 -3.002
H: 1.404 1.372 -3.097
H: 2.618 0.379 -3.160
O: 2.031 -1.773 -1.821
H: 2.046 -1.713 -0.855
H: 1.094 -2.070 -1.894
O: -0.589 -1.981 -2.035
H: -1.097 -1.614 -1.292
H: -1.169 -2.652 -2.416
O: 3.896 0.345 -1.576
H: 2.958 0.702 -1.678
H: 3.829 -0.552 -1.925

Atomic partial charges in e from the Mulliken method, atoms 1 to 5:
1. C -0.89
2. C -0.09
3. C -0.71
4. C 0.46
5. C -1.45

Least stable of them? entry Q.

Entry P
Entry from the Open Molecules 2025 dataset: 2 unconnected molecules or ions with the total composition C4H9N4S (ωB97M-V/def2-TZVPD).

Properties
Orbital gap ... 0.3377 Ha
E_LUMO ... -3.926 eV
E_HOMO ... -13.1 eV
Total charge ... +1

Positions of all 18 atoms, in Å:
C: 1.452 -1.238 -0.198
C: 0.254 -1.417 0.459
C: 1.815 0.119 -0.545
C: -0.067 0.909 0.463
N: -0.405 -0.335 0.910
N: 1.016 1.140 -0.197
N: 3.044 0.296 -1.095
N: -0.836 1.894 0.965
S: -3.351 -0.782 -0.757
H: 1.813 -2.052 -0.692
H: -0.093 -2.393 0.606
H: -1.006 -0.451 1.706
H: -4.469 -0.987 -1.311
H: 3.564 -0.535 -1.401
H: 3.517 1.157 -0.691
H: -1.849 1.661 0.947
H: -0.711 2.848 0.594
H: -3.687 0.165 0.237

Atomic partial charges in e from the Mulliken method, atoms 1 to 5:
1. C -0.61
2. C -0.36
3. C 0.79
4. C 0.41
5. N -0.10

Entry Q
Entry from the Open Molecules 2025 dataset: a gas-phase ion, C4H9N4S (charge +1) (ωB97M-V/def2-TZVPD).

Properties
Orbital gap ... 0.3287 Ha
E_LUMO ... -3.683 eV
E_HOMO ... -12.6 eV
Total charge ... +1

Positions of all 18 atoms, in Å:
N: 1.529 0.194 1.481
C: 0.996 0.015 0.207
S: 2.047 -0.952 -1.220
N: 0.645 1.277 -0.312
C: -0.565 1.642 -0.816
C: -1.617 0.740 -0.809
C: -1.420 -0.445 -0.158
N: -2.384 -1.318 -0.120
N: -0.272 -0.848 0.259
H: 1.552 -0.637 2.055
H: 2.358 0.746 1.751
H: 2.707 0.123 -1.523
H: 1.288 2.148 -0.268
H: -0.659 2.588 -1.220
H: -2.562 0.904 -1.343
H: -3.112 -1.041 -0.697
H: -2.485 -2.127 0.527
H: -0.238 -1.671 0.855

Atomic partial charges in e from the Mulliken method, atoms 1 to 5:
1. N -0.58
2. C 0.50
3. S -0.18
4. N -0.21
5. C -0.41

Least stable of them? entry Q.

Entry P
Entry from the Open Molecules 2025 dataset: 2 unconnected molecules or ions with the total composition C3H9N2P (ωB97M-V/def2-TZVPD).

Properties
Orbital gap (spin up / spin down) ... 0.3305 / 0.2854 Ha
E_LUMO (spin up / spin down) ... -0.733 / -0.505 eV
E_HOMO (spin up / spin down) ... -9.7 / -8.3 eV

Positions of all 15 atoms, in Å:
C: 0.338 -0.571 -1.066
C: -0.087 -0.524 0.360
C: -0.312 -1.961 0.884
N: 1.233 -0.203 0.054
N: 0.970 2.546 0.557
P: -0.163 2.708 -0.508
H: 0.401 -1.519 -1.503
H: -0.109 0.187 -1.804
H: -0.739 0.201 0.882
H: 0.455 -2.654 0.551
H: -1.224 -2.453 0.374
H: -0.415 -2.137 1.937
H: 0.666 2.297 1.542
H: -1.346 1.993 -0.601
H: 0.332 2.089 -1.660

Atomic partial charges in e from the Mulliken method, atoms 1 to 5:
1. C -0.54
2. C 0.75
3. C -1.40
4. N -0.46
5. N -0.45

Entry Q
Entry from the Open Molecules 2025 dataset: a single C3H9N2P molecule (ωB97M-V/def2-TZVPD).

Properties
Orbital gap ... 0.3406 Ha
E_LUMO ... 0.851 eV
E_HOMO ... -8.4 eV

Positions of all 15 atoms, in Å:
C: 1.291 -1.582 -0.250
N: 1.290 -0.264 0.072
C: 0.331 0.466 -0.254
C: 0.466 1.924 -0.228
P: -1.463 -0.244 -0.762
N: -2.041 -0.700 0.784
H: 0.262 -1.832 -0.665
H: 1.496 -2.134 0.675
H: 2.274 -1.820 -1.014
H: -0.309 2.491 0.417
H: 1.477 2.115 0.211
H: 0.255 2.222 -1.228
H: -1.939 1.146 -0.515
H: -1.624 -0.145 1.548
H: -1.765 -1.645 1.208

Atomic partial charges in e from the Mulliken method, atoms 1 to 5:
1. C -0.60
2. N -0.37
3. C 0.42
4. C -1.12
5. P 0.04

Least stable of them? entry P.